Formula: C24H72O24
Source: OMol25
Level of theory: ωB97M-V/def2-TZVPD

Calculated values
SMILES = OCCO.OCCO.OCCO.OCCO.OCCO.OCCO.OCCO.OCCO.OCCO.OCCO.OCCO.OCCO
spin multiplicity = 1
HOMO level = -9.7600 eV

```
120
Properties=species:S:1:pos:R:3:mulliken_charge:R:1
O 19.010 -5.281 10.413 0.10
C 20.177 -4.584 9.927 -0.85
C 20.832 -3.809 11.059 -0.62
O 19.912 -3.390 12.042 -0.38
H 18.644 -5.835 9.702 -0.06
H 20.855 -5.284 9.517 0.55
H 19.822 -3.948 9.121 0.27
H 21.391 -3.075 10.497 0.38
H 21.620 -4.416 11.550 0.38
H 18.995 -3.290 11.619 0.00
O 18.019 -6.873 8.384 -0.68
C 16.961 -6.135 7.665 -0.61
C 15.621 -6.585 8.166 0.08
O 15.320 -5.914 9.374 1.40
H 17.814 -7.837 8.491 0.32
H 17.026 -5.081 7.794 0.22
H 17.060 -6.272 6.578 0.37
H 15.507 -7.682 8.321 -0.24
H 14.784 -6.345 7.479 0.38
H 15.840 -6.175 10.147 -0.29
O 15.477 -2.819 14.946 -0.32
C 15.171 -2.379 16.288 -0.40
C 15.427 -3.390 17.476 -0.50
O 16.748 -3.367 17.956 -0.52
H 16.416 -3.001 15.058 0.00
H 15.653 -1.444 16.541 0.22
H 14.106 -2.305 16.255 0.47
H 15.134 -4.397 17.121 0.17
H 14.779 -3.051 18.299 0.40
H 17.308 -3.793 17.334 0.41
O 14.474 -10.024 8.618 -0.45
C 14.396 -11.103 7.771 -0.42
C 15.807 -11.820 7.664 -0.40
O 16.185 -12.511 8.920 -0.57
H 13.550 -9.880 8.884 0.27
H 13.627 -11.837 8.038 0.34
H 14.055 -10.738 6.741 0.29
H 16.536 -11.047 7.399 0.13
H 15.865 -12.520 6.788 0.39
H 16.507 -11.854 9.486 0.35
O 19.371 0.658 13.918 -0.36
C 20.338 1.705 13.686 -0.51
C 19.738 2.866 12.876 -0.54
O 19.533 2.544 11.532 -0.49
H 19.806 -0.182 13.778 0.19
H 20.715 1.981 14.671 0.35
H 21.182 1.329 13.119 0.30
H 20.574 3.629 12.881 0.32
H 18.893 3.270 13.448 0.31
H 18.676 2.189 11.430 0.29
O 12.208 -8.837 9.313 -0.75
C 12.473 -8.736 10.749 -0.19
C 12.388 -7.281 11.117 0.06
O 12.637 -6.421 9.996 -0.72
H 12.217 -7.923 8.983 0.40
H 11.787 -9.415 11.196 0.46
H 13.520 -9.042 10.789 -0.13
H 13.075 -7.029 11.900 -0.04
H 11.399 -6.997 11.496 0.43
H 13.589 -6.297 9.886 0.27
O 17.059 -9.394 9.570 -0.57
C 17.215 -9.159 10.941 1.07
C 18.699 -9.118 11.233 -0.40
O 18.909 -8.905 12.648 -0.57
H 16.095 -9.465 9.382 0.07
H 16.795 -8.154 11.227 -0.83
H 16.801 -10.025 11.518 0.36
H 19.295 -8.341 10.662 0.05
H 19.111 -10.081 11.021 0.39
H 18.491 -8.126 13.024 0.24
O 17.532 -1.764 10.526 -0.41
C 16.715 -1.124 11.514 0.89
C 15.875 0.040 11.011 -0.96
O 16.647 1.073 10.445 -0.57
H 16.941 -2.334 10.042 0.21
H 15.962 -1.826 11.900 -0.43
H 17.372 -0.920 12.363 0.12
H 15.391 0.465 11.865 0.40
H 15.112 -0.242 10.318 0.31
H 17.222 0.600 9.771 0.37
O 18.850 -6.299 13.566 0.05
C 19.549 -6.416 14.786 -0.56
C 18.585 -6.248 15.932 -0.50
O 18.058 -4.927 16.078 -0.37
H 19.314 -5.800 12.879 -0.10
H 20.047 -7.395 14.802 0.40
H 20.306 -5.644 14.903 0.19
H 19.034 -6.585 16.879 0.43
H 17.707 -6.915 15.787 0.29
H 18.160 -4.501 15.178 -0.04
O 20.938 -1.883 14.001 -0.44
C 20.622 -2.347 15.353 -0.22
C 19.255 -1.748 15.743 -0.22
O 18.234 -2.076 14.854 0.31
H 20.394 -2.382 13.400 0.69
H 20.670 -3.419 15.505 -0.07
H 21.478 -1.900 15.913 0.38
H 19.327 -0.663 15.768 0.45
H 18.838 -2.234 16.654 0.38
H 18.564 -1.694 14.032 -0.43
O 15.600 -3.212 8.919 -0.47
C 14.660 -2.693 7.980 -0.55
C 13.195 -2.928 8.300 -0.62
O 12.799 -4.260 8.097 -0.50
H 15.341 -4.144 9.130 -0.22
H 14.872 -1.645 7.881 0.55
H 14.779 -3.124 6.988 0.31
H 12.698 -2.352 7.534 0.39
H 12.844 -2.620 9.292 0.30
H 12.313 -4.631 8.837 0.26
O 14.360 -5.393 13.710 -0.68
C 14.556 -4.542 12.647 -0.22
C 16.026 -4.588 12.165 1.79
O 16.421 -5.963 11.934 -0.22
H 14.730 -5.032 14.503 0.33
H 13.979 -4.920 11.817 -0.07
H 14.210 -3.528 12.860 0.27
H 16.635 -4.161 12.934 -0.56
H 16.172 -4.072 11.252 -0.97
H 16.083 -6.455 12.687 0.29
```

Formula: C24H74O13
Source: OMol25
Level of theory: ωB97M-V/def2-TZVPD

Calculated values
spin multiplicity = 1
HOMO level = -9.6971 eV

```
111
Properties=species:S:1:pos:R:3:mulliken_charge:R:1
O -7.044 7.805 -23.039 -0.65
H -7.191 7.398 -22.169 0.41
H -6.609 8.641 -22.828 0.15
O -7.483 6.634 -20.524 -0.64
H -6.941 6.666 -19.720 0.39
H -8.363 6.371 -20.236 0.24
O -6.115 7.018 -18.024 -0.73
H -5.342 7.072 -17.442 0.28
H -6.530 6.178 -17.792 0.30
O -5.859 9.679 -16.693 -0.67
H -5.549 9.050 -17.352 0.36
H -6.465 9.174 -16.143 0.30
O -3.254 7.332 -17.440 -0.60
H -3.142 7.104 -16.510 0.27
H -3.301 6.483 -17.899 0.33
C -0.625 11.443 -18.621 -0.55
C 0.791 10.932 -18.322 0.31
C 1.135 11.056 -16.857 -1.41
O 0.888 9.581 -18.764 -0.51
H -0.786 11.360 -19.695 -0.04
H -0.739 12.480 -18.310 0.48
H -1.308 10.727 -18.160 0.04
H 1.511 11.532 -18.881 0.31
H 0.592 10.389 -16.180 0.34
H 0.900 12.074 -16.518 0.35
H 2.188 10.987 -16.569 0.37
H 0.540 8.997 -18.085 0.32
C -4.096 8.432 -20.726 -0.88
C -3.305 9.640 -21.191 3.07
C -3.675 10.899 -20.409 -1.48
O -1.900 9.429 -20.957 -0.60
H -5.104 8.469 -21.154 -0.22
H -4.255 8.356 -19.649 0.48
H -3.678 7.506 -21.129 -0.07
H -3.417 9.768 -22.263 -1.25
H -3.486 10.793 -19.342 0.45
H -4.678 11.277 -20.614 0.06
H -2.985 11.669 -20.773 0.22
H -1.807 8.988 -20.106 0.29
C -4.830 16.748 -19.538 -1.43
C -5.290 15.732 -20.567 0.77
C -5.052 14.288 -20.082 -0.71
O -6.704 15.940 -20.713 -0.57
H -4.846 17.753 -19.959 0.38
H -3.800 16.515 -19.268 0.34
H -5.492 16.688 -18.677 0.33
H -4.820 15.806 -21.553 0.07
H -4.912 13.612 -20.928 -0.23
H -5.821 14.046 -19.351 0.44
H -4.082 14.162 -19.583 0.28
H -7.026 15.314 -21.369 0.29
C -4.316 4.116 -18.605 -1.73
C -4.688 4.524 -20.024 2.34
C -3.708 3.926 -21.060 -1.34
O -6.021 4.130 -20.265 -0.67
H -4.579 3.057 -18.496 0.41
H -4.936 4.617 -17.858 0.28
H -3.246 4.136 -18.393 0.34
H -4.477 5.592 -20.179 -0.91
H -3.839 2.857 -21.229 0.43
H -2.706 4.152 -20.699 0.26
H -3.926 4.440 -21.998 0.19
H -6.528 4.903 -20.554 0.54
C 0.548 7.042 -24.100 -1.44
C 0.222 7.003 -22.624 1.24
C -0.966 6.090 -22.349 -0.97
O 1.409 6.554 -21.950 -0.63
H 0.551 6.019 -24.498 0.35
H 1.456 7.604 -24.298 0.40
H -0.263 7.417 -24.738 0.23
H 0.042 8.003 -22.220 -0.15
H -0.689 5.031 -22.369 0.58
H -1.758 6.234 -23.076 -0.09
H -1.315 6.274 -21.328 0.27
H 1.177 5.950 -21.241 0.31
C -1.469 12.217 -23.838 -1.67
C -2.975 12.413 -23.967 3.24
C -3.397 13.861 -23.854 -1.64
O -3.477 11.845 -25.167 -0.46
H -1.026 12.568 -22.902 0.36
H -0.955 12.818 -24.600 0.47
H -1.177 11.171 -23.925 0.36
H -3.370 11.783 -23.168 -1.87
H -4.470 13.926 -24.060 0.31
H -2.921 14.490 -24.610 0.49
H -3.250 14.300 -22.866 0.28
H -3.040 12.234 -25.932 0.30
C -3.775 9.079 -26.667 -0.97
C -3.535 7.693 -26.100 -0.17
C -3.467 7.709 -24.566 -0.20
O -4.540 6.778 -26.521 -0.61
H -3.731 9.016 -27.757 0.40
H -3.038 9.781 -26.288 0.20
H -4.770 9.447 -26.405 0.13
H -2.575 7.296 -26.434 0.33
H -2.524 8.155 -24.236 0.04
H -3.563 6.674 -24.236 0.26
H -4.260 8.284 -24.079 0.21
H -5.397 7.168 -26.316 0.37
C -7.206 11.864 -24.436 -1.63
C -6.593 11.602 -23.078 2.08
C -7.600 11.303 -21.976 -1.53
O -5.639 10.537 -23.166 0.41
H -6.437 12.071 -25.183 0.30
H -7.888 12.716 -24.483 0.39
H -7.754 10.964 -24.725 0.36
H -6.065 12.505 -22.734 -0.71
H -8.353 10.579 -22.307 0.39
H -8.020 12.227 -21.589 0.35
H -7.140 10.743 -21.155 0.30
H -4.829 10.959 -23.469 -0.85
```

Formula: C24H75FO22S
Source: OMol25
Level of theory: ωB97M-V/def2-TZVPD

Calculated values
spin multiplicity = 1
HOMO level = -9.7030 eV

```
123
Properties=species:S:1:pos:R:3:mulliken_charge:R:1
O 1.061 -3.095 2.194 -0.50
C 0.257 -2.154 2.223 0.40
C 0.662 -0.620 1.967 -0.04
C -0.186 0.168 1.147 -0.31
C -1.466 -0.642 0.539 0.34
O -1.835 -0.586 -0.663 -0.54
C -2.186 -1.589 1.627 0.01
S -4.015 -1.691 1.830 1.38
O -4.398 -2.915 2.613 -0.60
O -4.756 -1.569 0.544 -0.58
F -4.430 -0.340 2.752 -0.27
C -1.328 -2.363 2.450 -0.49
H 1.572 -0.174 2.473 0.54
H 0.007 1.268 0.934 0.36
H -1.755 -3.053 3.241 0.41
C -0.730 2.677 -2.412 -0.48
O 0.073 1.662 -1.826 -0.25
H -0.324 3.651 -2.138 -0.05
H -0.717 2.573 -3.499 0.28
H -1.755 2.594 -2.041 0.29
H -0.305 0.809 -2.082 0.17
C 2.264 -0.540 -2.711 -0.16
O 1.166 -1.397 -2.984 -0.45
H 2.034 0.060 -1.831 -0.01
H 3.157 -1.139 -2.518 0.05
H 2.435 0.122 -3.566 0.32
H 1.400 -1.913 -3.766 0.22
C -6.693 1.956 -0.054 -0.25
O -5.548 1.140 0.141 -0.44
H -6.371 2.988 -0.184 -0.02
H -7.230 1.630 -0.950 0.21
H -7.347 1.888 0.818 0.24
H -5.859 0.233 0.253 0.26
C -9.466 4.343 1.072 -0.64
O -8.710 4.324 -0.135 -0.39
H -9.166 3.495 1.688 0.23
H -9.272 5.267 1.612 0.27
H -10.531 4.263 0.839 0.28
H -8.994 5.082 -0.661 0.26
C 4.288 1.671 2.338 -0.59
O 3.189 0.817 2.040 -0.41
H 4.050 2.252 3.228 0.18
H 5.180 1.070 2.527 0.27
H 4.464 2.350 1.499 0.29
H 3.424 0.313 1.250 0.19
C 2.805 -2.741 5.113 -0.42
O 2.114 -1.688 5.776 -0.53
H 3.403 -2.317 4.307 0.16
H 3.462 -3.251 5.821 0.24
H 2.084 -3.447 4.696 0.25
H 1.594 -2.088 6.482 0.27
C -5.660 5.855 -1.698 -0.54
O -6.820 5.173 -2.148 -0.46
H -5.378 6.599 -2.444 0.25
H -5.869 6.356 -0.749 0.25
H -4.839 5.144 -1.570 0.21
H -7.048 4.520 -1.469 0.24
C -0.638 4.554 -6.456 -0.56
O -0.079 4.376 -5.162 -0.40
H -1.707 4.346 -6.407 0.21
H -0.486 5.585 -6.786 0.24
H -0.168 3.864 -7.160 0.27
H 0.865 4.566 -5.231 0.26
C -9.543 6.273 4.608 -0.54
O -10.192 5.883 3.405 -0.46
H -8.468 6.141 4.485 0.23
H -9.756 7.324 4.819 0.25
H -9.891 5.649 5.435 0.25
H -11.139 6.008 3.538 0.27
C 4.389 -3.568 -1.074 -0.37
O 3.712 -2.509 -0.411 -0.36
H 4.980 -3.151 -1.886 -0.16
H 5.052 -4.081 -0.371 0.33
H 3.661 -4.271 -1.483 0.31
H 3.194 -2.904 0.303 0.24
C 1.354 6.181 -1.515 -0.49
O 2.158 5.166 -0.929 -0.50
H 1.761 7.154 -1.240 0.27
H 1.367 6.078 -2.603 0.18
H 0.330 6.100 -1.143 0.24
H 1.778 4.317 -1.186 0.30
C -7.776 2.888 -4.296 -0.23
O -8.939 2.205 -4.748 -0.54
H -7.493 3.632 -5.040 0.25
H -7.988 3.388 -3.349 0.05
H -6.957 2.175 -4.167 0.24
H -9.167 1.554 -4.074 0.30
C 5.550 -5.828 -3.669 -0.68
O 5.031 -4.505 -3.702 -0.28
H 6.226 -5.920 -2.819 0.22
H 4.731 -6.543 -3.559 0.31
H 6.101 -6.032 -4.591 0.31
H 4.438 -4.451 -4.462 0.21
C 5.770 -4.861 5.153 -0.63
O 4.677 -5.719 4.865 -0.46
H 5.532 -4.271 6.038 0.23
H 6.667 -5.456 5.346 0.31
H 5.943 -4.191 4.307 0.27
H 4.914 -6.230 4.079 0.32
C 8.344 -2.766 -2.321 -0.53
O 7.686 -3.160 -3.516 -0.51
H 9.418 -2.902 -2.450 0.26
H 8.135 -1.713 -2.114 0.25
H 7.999 -3.385 -1.488 0.23
H 6.737 -3.031 -3.376 0.25
C 5.554 -9.671 4.116 -0.57
O 4.928 -8.428 3.832 -0.47
H 6.372 -9.822 3.411 0.21
H 5.952 -9.661 5.134 0.26
H 4.830 -10.483 4.008 0.24
H 4.210 -8.319 4.467 0.30
C 1.197 -4.098 -6.673 -0.61
O 1.966 -3.473 -5.653 -0.44
H 0.534 -4.830 -6.213 0.22
H 0.600 -3.348 -7.197 0.26
H 1.861 -4.604 -7.378 0.27
H 2.544 -2.831 -6.084 0.29
C 4.173 1.881 6.660 -0.46
O 5.018 2.223 5.569 -0.50
H 4.030 0.800 6.667 0.13
H 4.639 2.190 7.599 0.27
H 3.204 2.373 6.546 0.26
H 5.129 3.181 5.584 0.29
```

Q: Which value of spin multiplicity does entry 1 give?
A: 1